The following is a DFT calculation (ωB97M-V/def2-TZVPD) of a 9-piece molecular cluster, C25H68O25S8 overall in a non-equilibrium geometry.

Each line ends with the Löwdin charge.
Geometry (Å):
C1 -5.15568 -5.74838 19.36106  -0.081
C2 -3.98227 -6.54705 19.08279  -0.191
O1 -3.30800 -6.80510 20.43136  -0.287
S1 -1.96301 -6.02439 20.76313  0.562
C3 -2.55768 -4.99125 22.02864  -0.105
O2 -1.02241 -6.97669 21.33541  -0.300
O3 -1.59580 -5.18414 19.69139  -0.265
H1 -5.67178 -6.24519 20.18173  0.085
H2 -5.75336 -5.82590 18.47692  0.065
H3 -4.89797 -4.73755 19.66720  0.094
H4 -4.10558 -7.55087 18.68293  0.116
H5 -3.27427 -5.96226 18.48166  0.113
H6 -1.70665 -4.50952 22.39295  0.060
H7 -2.88344 -5.72034 22.75706  0.046
H8 -3.37780 -4.42278 21.57385  0.086
C4 0.99328 -8.78350 23.18582  -0.073
C5 0.17670 -7.85733 23.97821  -0.291
O4 -0.58997 -8.72587 24.77715  -0.234
S2 -1.65830 -8.13107 25.73782  0.553
C6 -0.81571 -7.67393 27.24025  -0.101
O5 -2.22486 -6.92638 25.17480  -0.279
O6 -2.56413 -9.19424 26.01451  -0.276
H9 0.32695 -9.52033 22.74576  0.083
H10 1.78217 -9.28091 23.73318  0.083
H11 1.43233 -8.40879 22.24703  0.094
H12 0.79107 -7.15584 24.60597  0.143
H13 -0.51587 -7.29609 23.31012  0.091
H14 -0.31077 -6.69153 27.08258  0.089
H15 -0.11185 -8.47216 27.57298  0.094
H16 -1.61726 -7.57647 27.92478  0.049
C7 -4.02212 -10.59847 15.56392  -0.057
C8 -5.33466 -10.78477 16.23186  -0.300
O7 -5.46901 -9.63895 16.97618  -0.248
S3 -6.87061 -9.08574 17.44835  0.558
C9 -7.10843 -9.77050 19.00202  -0.123
O8 -6.62253 -7.71179 17.64905  -0.254
O9 -7.83811 -9.69847 16.60815  -0.259
H17 -3.43996 -10.07754 16.28695  0.051
H18 -4.08997 -9.88994 14.72088  0.094
H19 -3.37164 -11.40975 15.21310  0.090
H20 -6.13831 -10.79581 15.51494  0.108
H21 -5.49954 -11.68958 16.84593  0.136
H22 -8.05729 -9.36566 19.40394  0.087
H23 -6.29947 -9.31963 19.55041  0.061
H24 -7.10450 -10.83619 18.91927  0.075
C10 -2.55682 -12.61233 26.61878  -0.072
C11 -3.73981 -12.46290 25.76828  -0.229
O10 -3.84338 -13.44062 24.65988  -0.249
S4 -3.32026 -13.23365 23.19430  0.553
C12 -4.75060 -12.72071 22.41112  -0.127
O11 -2.28725 -12.19859 23.14093  -0.283
O12 -2.99391 -14.56124 22.78195  -0.282
H25 -1.60628 -12.34427 26.07504  0.104
H26 -2.38637 -13.57327 27.05070  0.070
H27 -2.75711 -11.90062 27.45185  0.095
H28 -4.63965 -12.57142 26.32682  0.118
H29 -3.81665 -11.51205 25.30693  0.077
H30 -4.42097 -12.50789 21.39310  0.039
H31 -5.08554 -11.85096 22.98624  0.053
H32 -5.37627 -13.59297 22.38112  0.083
C13 -5.37077 -8.12954 27.02863  -0.067
C14 -6.85601 -8.10789 27.08172  -0.274
O13 -7.38216 -9.20224 26.32140  -0.255
S5 -8.51675 -10.03685 26.92209  0.522
C15 -9.77990 -8.89940 27.17878  -0.124
O14 -9.00603 -10.93893 25.88451  -0.298
O15 -8.05532 -10.62599 28.12929  -0.253
H33 -4.86255 -9.02672 27.46582  0.101
H34 -5.07903 -7.20175 27.55584  0.096
H35 -5.02589 -7.96238 25.96729  0.071
H36 -7.19927 -8.24252 28.10892  0.113
H37 -7.26200 -7.15058 26.74544  0.132
H38 -10.59500 -9.54231 27.49499  0.081
H39 -9.97744 -8.40195 26.18460  0.091
H40 -9.51867 -8.21775 27.96721  0.068
C16 -1.11653 -10.20351 19.33884  -0.052
C17 -1.07421 -11.26817 18.27196  -0.234
O16 -1.27500 -12.61687 18.75275  -0.253
S6 -2.67100 -13.36840 18.69223  0.580
C18 -2.35613 -14.83537 19.55656  -0.112
O17 -3.62898 -12.65401 19.48624  -0.307
O18 -3.01049 -13.56561 17.29164  -0.291
H41 -0.89778 -9.32172 18.74987  0.081
H42 -0.21087 -10.35548 19.95580  0.086
H43 -2.00053 -10.12059 20.00023  0.084
H44 -1.90943 -11.06397 17.63772  0.081
H45 -0.13654 -11.29258 17.72151  0.133
H46 -1.53880 -15.37757 19.14534  0.068
H47 -3.30288 -15.39477 19.46135  0.098
H48 -2.18987 -14.46984 20.60731  0.072
C19 -5.90981 -6.07426 23.46047  -0.030
C20 -7.22881 -5.26472 23.35274  -0.234
O19 -7.27246 -4.53221 22.08855  -0.280
S7 -8.56428 -3.57657 21.80428  0.578
C21 -8.96270 -3.99079 20.11976  -0.112
O20 -9.63067 -4.01523 22.64365  -0.283
O21 -8.05096 -2.24442 21.89227  -0.280
H49 -5.79690 -6.60501 24.39071  0.057
H50 -5.11752 -5.30653 23.37844  0.080
H51 -5.87898 -6.81946 22.66124  0.045
H52 -8.18015 -5.84521 23.47510  0.103
H53 -7.22974 -4.50860 24.10813  0.104
H54 -8.01229 -3.86769 19.55069  0.081
H55 -9.83594 -3.33783 19.86417  0.093
H56 -9.23428 -5.03739 20.14817  0.063
C22 -11.84086 -10.77469 22.32406  -0.085
C23 -10.87773 -9.99520 23.13001  -0.221
O22 -9.81420 -9.59340 22.11779  -0.272
S8 -8.52127 -8.89968 22.76402  0.616
C24 -7.40767 -10.28290 22.99172  -0.090
O23 -7.97523 -8.07477 21.70945  -0.292
O24 -8.93657 -8.29839 24.02899  -0.310
H57 -11.47556 -11.80114 22.11022  0.094
H58 -12.22989 -10.22449 21.42388  0.105
H59 -12.73317 -10.90451 22.93600  0.078
H60 -11.29816 -9.01352 23.44357  0.126
H61 -10.44608 -10.41358 24.03430  0.093
H62 -6.43488 -9.90631 23.31063  0.051
H63 -7.42268 -10.77688 22.03043  0.069
H64 -7.71055 -10.86464 23.83793  0.050
C25 -3.93809 -9.13996 22.35181  -0.113
O25 -4.23222 -9.75686 23.60108  -0.148
H65 -4.22198 -9.83260 21.52749  0.093
H66 -4.44550 -8.18291 22.26479  0.051
H67 -2.88229 -8.99889 22.24530  0.068
H68 -3.68959 -9.35485 24.27423  0.021

Cartesian forces (eV/Å) of the 2 atoms listed first:
-1.08 -0.26 0.84
2.68 -0.25 0.65

Its highest occupied orbital energy is -10.3699 eV. For the molar mass, the calculation gives 1025.3 g mol⁻¹. As for the net charge: 0. The LUMO energy is 0.07 eV. Its SMILES is CCOS(C)(=O)=O.CCOS(C)(=O)=O.CCOS(C)(=O)=O.CCOS(C)(=O)=O.CCOS(C)(=O)=O.CCOS(C)(=O)=O.CCOS(C)(=O)=O.CCOS(C)(=O)=O.CO. The energy above the lowest of the compared OMol25 structures with the same formula, charge and spin comes out at 0.930 eV. The total energy is -164892.14328 eV. The maximum force comes out at 3.078 eV/A.